No. 1
C25H36AsClIOP2Pb | wB97M-V/def2-TZVPD

Cartesian coordinates (Å):
C  2.629  2.520  -1.182
I  0.427  -2.046  -2.188
H  3.401  2.605  -1.945
H  3.017  2.423  -0.169
H  1.838  3.262  -1.276
Pb  1.657  0.543  -1.631
P  3.548  -0.717  -0.479
C  3.028  -1.078  1.162
C  3.840  -2.241  -1.344
H  4.827  -2.556  -0.987
H  5.785  -0.451  -0.066
H  3.847  -2.096  -2.431
H  5.306  0.543  -1.487
H  2.118  -1.692  1.164
H  3.068  -2.970  -1.078
C  5.031  0.234  -0.470
H  3.845  -1.643  1.623
H  4.940  1.119  0.171
H  2.835  -0.168  1.747
P  -0.049  1.622  -3.192
C  -1.533  1.880  -2.263
C  0.546  3.140  -3.850
H  0.529  0.045  -4.924
H  -0.861  1.138  -5.288
H  -1.069  -0.285  -4.195
C  -0.388  0.503  -4.531
H  1.536  3.016  -4.307
H  -0.192  3.407  -4.615
H  -2.246  2.312  -2.973
H  -1.375  2.567  -1.423
H  0.591  3.919  -3.080
H  -1.930  0.932  -1.872
Cl  3.204  0.470  -3.732
O  0.347  0.626  0.091
As  -0.877  -0.259  0.930
C  -1.562  1.263  1.876
C  -2.423  2.150  1.207
C  -2.919  3.294  1.861
C  -2.553  3.568  3.189
C  -1.704  2.682  3.859
C  -1.207  1.530  3.215
C  -2.453  -1.109  0.028
C  -2.704  -1.319  -1.351
C  -3.882  -1.969  -1.779
C  -4.829  -2.386  -0.854
C  -4.593  -2.166  0.512
C  -3.415  -1.531  0.946
C  -0.119  -1.523  2.206
C  -0.572  -2.850  2.167
C  -0.121  -3.786  3.116
C  0.796  -3.413  4.106
C  1.259  -2.089  4.148
C  0.793  -1.144  3.214
H  -2.729  1.959  0.180
H  -3.587  3.972  1.333
H  -2.922  4.454  3.689
H  -1.410  2.877  4.888
H  -0.559  0.869  3.767
H  -1.994  -1.048  -2.134
H  -4.028  -2.124  -2.845
H  -5.735  -2.874  -1.194
H  -5.333  -2.497  1.238
H  -3.264  -1.381  2.009
H  -1.280  -3.166  1.411
H  -0.487  -4.810  3.080
H  1.146  -4.135  4.833
H  1.977  -1.790  4.908
H  1.193  -0.131  3.258

Properties
HOMO-LUMO gap (alpha / beta) ... 4.4 / 3.7 eV
Total charge ... +3
Multiplicity ... 1

=====

No. 2
C25H36BClF6N7O6RuS5 | wB97M-V/def2-TZVPD

Cartesian coordinates (Å):
Ru  0.051  0.342  0.981
C  3.109  3.405  -0.797
C  4.184  2.403  -0.391
C  5.473  2.750  -1.139
C  4.385  2.450  1.122
N  3.839  0.966  -0.738
C  4.821  -0.005  -0.722
C  4.232  -1.189  -0.978
N  2.885  -0.965  -1.141
B  1.929  -2.178  -1.310
N  0.605  -1.831  -2.045
C  0.603  -1.757  -3.416
C  -0.649  -1.479  -3.837
N  -1.409  -1.372  -2.696
C  -0.645  -1.579  -1.604
S  -1.259  -1.542  0.018
C  -3.509  -0.593  -3.678
C  -3.641  -1.592  -4.817
C  -4.867  -0.390  -3.022
C  -2.925  0.748  -4.094
N  1.626  -2.902  0.038
C  1.219  -4.214  0.014
C  0.833  -4.550  1.261
N  1.008  -3.444  2.069
C  1.477  -2.450  1.290
S  1.857  -0.817  1.773
C  0.557  -3.488  3.515
C  1.053  -2.310  4.345
C  1.115  -4.776  4.122
C  -0.970  -3.494  3.496
C  2.662  0.354  -0.981
S  1.090  1.087  -1.022
H  3.534  4.397  -0.640
H  2.215  3.335  -0.187
H  2.844  3.321  -1.852
H  5.688  3.805  -0.978
H  5.359  2.588  -2.211
H  6.338  2.192  -0.784
H  4.684  3.457  1.412
H  5.163  1.757  1.447
H  3.452  2.217  1.636
H  5.853  0.225  -0.545
H  4.656  -2.173  -1.070
H  2.506  -2.976  -1.997
H  1.495  -1.931  -3.991
H  -1.041  -1.372  -4.827
H  -4.016  -2.543  -4.439
H  -2.714  -1.775  -5.360
H  -4.362  -1.204  -5.536
H  -5.233  -1.326  -2.600
H  -5.576  -0.045  -3.773
H  -4.816  0.358  -2.234
H  -1.972  0.675  -4.612
H  -2.809  1.407  -3.234
H  -3.627  1.224  -4.780
H  1.247  -4.797  -0.889
H  0.462  -5.484  1.639
H  2.138  -2.211  4.314
H  0.769  -2.515  5.377
H  0.593  -1.367  4.062
H  2.199  -4.822  4.011
H  0.676  -5.673  3.689
H  0.881  -4.787  5.185
H  -1.354  -2.575  3.051
H  -1.341  -3.557  4.519
H  -1.365  -4.343  2.937
Cl  0.878  4.473  4.061
C  -0.324  3.201  3.802
C  0.153  2.156  2.835
O  0.957  2.387  1.923
O  -0.391  0.982  2.918
H  -1.217  3.645  3.358
H  -0.581  2.748  4.754
F  -4.404  -0.250  0.592
C  -3.786  0.827  1.096
F  -3.050  0.438  2.135
F  -4.706  1.680  1.487
S  -2.694  1.487  -0.336
O  -1.337  1.649  0.408
O  -2.753  -1.208  -2.556
N  -3.208  2.905  -0.709
S  -2.875  4.201  0.216
O  -2.646  3.864  1.592
O  -1.967  5.066  -0.461
C  -4.530  5.016  0.141
F  -4.833  5.335  -1.112
F  -4.486  6.119  0.878
F  -5.467  4.205  0.623

Properties
HOMO-LUMO gap (alpha / beta) ... 6.6 / 6.5 eV
Total charge ... +1
Multiplicity ... 5

=====

No. 3
C25H36F3N2O4PPtS2 | wB97M-V/def2-TZVPD

Cartesian coordinates (Å):
Pt  0.014  -0.180  -0.303
C  -0.088  3.168  -0.140
N  0.524  2.045  0.618
C  -0.147  1.898  1.926
C  0.164  0.625  2.693
N  -0.383  -0.571  2.032
C  -1.809  -0.740  2.399
C  0.288  -1.825  2.322
C  0.766  -2.106  3.589
C  1.329  -3.346  3.865
C  1.410  -4.302  2.866
C  0.948  -4.015  1.589
C  0.389  -2.776  1.308
S  -0.140  -2.434  -0.350
C  1.962  2.229  0.738
C  2.488  3.514  0.849
C  3.851  3.715  0.984
C  4.696  2.616  1.041
C  4.180  1.340  0.919
C  2.810  1.131  0.732
S  2.222  -0.483  0.467
H  -0.307  4.002  0.538
H  -1.094  2.565  -1.631
H  0.643  3.469  -0.885
H  -1.216  1.964  1.709
H  0.115  2.740  2.579
H  -0.264  0.753  3.694
H  1.239  0.486  2.798
H  -1.893  -0.892  3.481
H  -2.215  -1.605  1.883
H  -2.375  0.140  2.113
H  0.700  -1.358  4.370
H  1.690  -3.563  4.862
H  1.853  -5.268  3.070
H  1.039  -4.745  0.795
H  1.827  4.371  0.840
H  4.245  4.720  1.054
H  5.762  2.753  1.175
H  4.837  0.481  0.957
F  -2.204  -1.245  -1.845
C  -1.951  -0.194  -1.004
F  -2.866  -0.333  -0.009
F  -2.397  0.875  -1.710
C  2.872  -2.385  -2.484
C  3.390  -0.995  -2.815
C  3.626  -0.842  -4.309
C  4.672  -0.706  -2.052
O  2.471  0.070  -2.405
P  0.915  0.257  -2.399
O  0.557  1.687  -2.566
O  -1.282  2.780  -0.705
O  0.515  -0.717  -3.579
C  -0.406  -0.789  -4.726
C  -1.432  0.325  -4.767
C  0.481  -0.689  -5.960
C  -1.055  -2.161  -4.652
H  3.627  -3.110  -2.795
H  1.941  -2.602  -3.005
H  2.706  -2.495  -1.414
H  4.433  -1.510  -4.617
H  3.911  0.184  -4.545
H  2.732  -1.091  -4.871
H  5.467  -1.354  -2.421
H  4.528  -0.890  -0.988
H  4.968  0.334  -2.190
H  -0.956  1.292  -4.930
H  -2.012  0.375  -3.860
H  -2.115  0.121  -5.593
H  1.052  0.241  -5.940
H  -0.143  -0.695  -6.854
H  1.176  -1.526  -6.020
H  -1.701  -2.239  -3.783
H  -0.290  -2.936  -4.587
H  -1.651  -2.332  -5.549

Properties
HOMO-LUMO gap ... 6.8 eV
Multiplicity ... 1

=====

No. 4
C25H36F6N10OSbTcTe | wB97M-V/def2-TZVPD

Cartesian coordinates (Å):
Tc  -0.102  0.816  0.914
C  -2.045  2.870  -0.227
N  -1.991  1.937  0.920
C  -2.087  2.739  2.168
C  -3.161  1.016  0.874
C  -2.807  -0.336  1.427
C  -3.809  -1.203  1.849
C  -3.487  -2.463  2.332
C  -2.154  -2.830  2.441
C  -1.161  -1.946  2.038
C  -1.451  -0.698  1.471
H  -3.018  3.370  -0.254
H  -1.903  2.313  -1.153
H  -1.255  3.610  -0.115
H  -2.974  3.377  2.107
H  -1.201  3.358  2.277
H  -2.180  2.076  3.024
H  -3.472  0.928  -0.166
H  -3.998  1.467  1.414
H  -4.847  -0.891  1.809
H  -4.269  -3.135  2.661
H  -1.889  -3.781  2.887
H  -0.131  -2.208  2.269
N  3.185  1.531  2.012
C  2.882  0.261  1.726
N  3.776  -0.770  1.817
N  3.184  -1.810  1.340
N  1.952  -1.473  1.024
N  1.726  -0.162  1.242
C  2.398  2.624  1.667
N  2.806  3.860  1.839
N  1.785  4.606  1.376
N  0.833  3.855  0.950
N  1.187  2.558  1.113
H  4.019  1.718  2.546
F  -0.025  1.093  3.001
Sb  0.405  0.396  4.834
F  1.184  -1.084  3.942
F  -1.258  -0.468  4.778
F  0.815  -0.251  6.537
F  -0.411  1.968  5.439
F  2.050  1.284  4.656
C  -1.897  -2.947  -2.116
C  -1.833  -1.536  -2.724
C  -2.657  -0.571  -1.900
C  -0.446  -0.989  -3.075
C  0.012  -1.398  -4.334
C  1.108  -0.835  -4.948
C  1.724  0.235  -4.316
C  1.347  0.667  -3.053
C  2.086  1.869  -2.493
C  3.091  1.477  -1.412
C  1.128  2.977  -2.061
C  0.307  -0.015  -2.362
O  0.147  0.175  -1.036
H  -2.831  -3.437  -2.397
H  -1.887  -2.916  -1.021
H  -1.083  -3.586  -2.478
H  -2.321  -1.616  -3.698
H  -2.218  -0.479  -0.915
H  -3.681  -0.936  -1.787
H  -2.689  0.414  -2.372
H  -0.561  -2.158  -4.856
H  1.435  -1.170  -5.923
H  2.533  0.757  -4.813
H  2.669  2.265  -3.329
H  2.589  0.955  -0.606
H  3.579  2.359  -0.993
H  3.864  0.822  -1.823
H  0.442  2.635  -1.289
H  0.541  3.320  -2.915
H  1.674  3.828  -1.653
C  1.338  -4.281  0.432
Te  0.824  -2.406  -0.393
C  2.404  -2.452  -1.785
H  1.080  -5.044  -0.302
H  0.752  -4.421  1.336
H  2.403  -4.293  0.651
H  3.313  -2.729  -1.257
H  2.474  -1.469  -2.248
H  2.140  -3.193  -2.540

Properties
HOMO-LUMO gap (alpha / beta) ... 6.9 / 7.0 eV
Multiplicity ... 3

=====

In kJ/mol, the relative energy (zero: lowest compared OMol25 entry of this formula, charge and spin) values for the records above are, in order, 0.00, 226.05, 25.99, 0.00.
In Ha, the DFT total energy values for the records above are, in order, -4917.59810, -4978.87852, -2941.48791, -2785.33695.